# 1
# C44H73N5O12S6

11 unconnected molecules or ions with the total composition C44H73N5O12S6 (ωB97M-V/def2-TZVPD, OMol25).

Properties
orbital gap	8.1	eV
SMILES	O=S1(=O)CCCC1.O=S1(=O)CCCC1.O=S1(=O)CCCC1.O=S1(=O)CCCC1.O=S1(=O)CCCC1.O=S1(=O)CCCC1.c1cc[nH]c1.c1cc[nH]c1.c1cc[nH]c1.c1cc[nH]c1.c1cc[nH]c1
LUMO level	0.277	eV
energy above the lowest of the compared OMol25 structures with the same formula, charge and spin	0.00	kcal/mol

```
! wB97M-V def2-TZVPD RIJCOSX def2/J DEFGRID3
* xyz 0 1
H 0.03 4.41 -3.96
S -2.37 2.63 3.67
C 1.45 3.67 5.54
O 6.42 -3.77 -1.32
H 4.12 -3.70 1.32
C 1.12 4.04 0.29
H 5.77 0.18 -2.05
H -3.96 0.08 -1.76
H 1.10 -3.97 5.58
N 1.78 3.27 4.23
H -2.07 2.82 6.03
O -1.14 2.22 3.00
C 1.46 -2.99 -4.88
H -2.89 -0.17 3.88
S -1.12 -1.49 0.82
C 4.92 1.30 -3.72
O -5.53 4.07 -3.22
C -4.70 0.90 -1.88
H 5.59 1.93 -1.74
O -0.73 -2.57 -0.04
H -0.69 -0.01 -1.01
C -3.90 2.09 -2.42
S -4.88 3.56 -2.04
C -1.74 -2.68 6.17
C 0.52 4.81 1.50
H -0.92 -7.98 -3.71
H 2.28 -3.30 -0.80
H -1.70 -5.81 -2.61
H 2.46 0.15 -3.37
H -1.81 5.63 -0.84
H 2.04 -0.35 1.81
C -0.77 -4.17 4.77
H 1.63 0.35 5.66
H -3.59 3.56 -5.81
C -6.05 2.77 -1.04
H -4.63 -0.02 3.98
H -0.54 -4.96 4.05
H -2.93 2.32 -1.95
H -2.93 -3.82 4.66
S 5.62 -4.48 -0.37
H -1.45 1.36 5.41
H 0.14 -2.08 7.12
O 0.48 4.89 -2.12
O 3.50 -0.55 -1.09
H 5.72 1.83 -4.24
C -3.71 0.50 4.06
C -2.29 2.01 5.35
C -0.41 -2.71 6.40
C -1.98 4.29 -4.59
O -4.14 4.53 -1.25
H 2.42 -4.83 -0.03
C -1.98 -3.61 5.09
H -3.37 0.36 6.23
C -2.56 3.56 -5.59
H 4.40 -2.50 -0.03
H 0.95 1.13 -0.16
C 1.44 -1.67 -4.39
C 1.90 1.92 4.11
C 2.65 1.17 -2.96
H 4.43 -6.46 -0.87
H -2.50 -2.06 6.55
H -5.42 0.50 -2.61
H -3.73 2.22 -3.49
H -0.24 -0.81 2.92
C 3.46 -4.74 -1.80
N -0.62 4.16 -4.67
C 4.23 -3.53 0.24
H 1.94 1.36 3.22
N -0.59 -7.66 -2.82
H 2.06 4.41 -0.08
C 2.99 -4.05 -0.52
H 1.23 5.26 2.16
H -6.26 3.32 -0.08
H -4.63 2.11 2.92
H 1.31 4.64 5.91
H 5.38 -5.90 -2.21
H 0.46 -2.36 2.28
S -0.08 4.09 -1.01
C 0.12 -1.39 2.06
H 1.23 -7.75 -0.09
C 0.56 -1.60 -3.33
H 4.85 0.39 -4.32
H 3.15 1.93 -4.87
C -5.46 1.39 -0.65
C -1.28 5.02 -0.10
H -4.48 1.60 5.70
H -3.35 1.29 1.97
H 2.63 -5.35 -2.12
H 0.22 6.59 0.39
C -0.44 5.85 0.89
C -0.94 -6.50 -2.24
C 0.40 -8.30 -2.07
O -0.57 2.82 -1.41
C 0.63 -7.50 -0.95
O 3.36 1.84 -0.54
C 1.18 -0.65 1.25
H -0.10 4.16 2.13
H -4.82 1.52 0.21
N 0.18 -3.59 5.61
C 1.46 2.46 6.28
H 1.28 2.31 7.32
H 3.63 3.01 -3.64
H -1.85 4.38 0.60
H 0.18 -0.75 -2.84
C -3.54 1.14 5.53
H 1.70 1.49 -2.53
C 0.50 0.60 0.67
H 1.61 -1.25 0.44
C -0.36 3.33 -5.72
N 0.24 -2.87 -3.03
H 1.73 -0.82 -4.94
C 1.62 1.37 5.36
H 0.42 -4.71 -3.93
C 4.68 -5.60 -1.40
O -2.71 4.01 3.63
H 0.71 3.06 -5.94
H 1.89 3.83 3.41
O 6.26 -5.20 0.70
H -1.69 0.67 0.19
C -0.81 0.06 0.07
C 5.16 1.06 -2.26
O -2.45 -1.53 1.36
H -2.48 4.88 -3.85
H -6.30 0.75 -0.42
S 3.61 0.84 -1.53
H 1.95 -3.33 -5.74
C -0.21 -6.35 -1.08
C -3.64 1.61 2.94
H -1.06 6.31 1.65
H -1.63 2.46 -7.29
H -0.34 -5.49 -0.37
H 0.82 -9.27 -2.32
H -0.32 -3.07 -2.23
H 1.29 2.98 0.46
C 0.75 -3.72 -3.94
H 3.70 -4.04 -2.58
C -1.52 3.00 -6.34
C 3.59 1.97 -3.85
H 0.18 1.28 1.50
H -6.98 2.74 -1.61
*
```

These are the Mulliken partial charges, in e, on atoms 1 to 8:
1. H 0.3551
2. S 1.2647
3. C -0.6214
4. O -0.6618
5. H 0.4672
6. C 0.9014
7. H 0.3974
8. H 0.2781


# 2
# C12H26AgN3O17S3

A molecular structure, C12H26AgN3O17S3 (ωB97M-V/def2-TZVPD, OMol25).

Properties
orbital gap	9.1	eV
LUMO level	-0.750	eV
energy above the lowest of the compared OMol25 structures with the same formula, charge and spin	0.00	kcal/mol

```
! wB97M-V def2-TZVPD RIJCOSX def2/J DEFGRID3
* xyz 0 1
O -0.65 0.27 0.12
N -1.28 0.38 -3.60
N -0.19 -0.72 0.75
H 3.52 -2.50 -0.12
O 4.26 -4.75 -2.22
O -0.89 -1.75 0.86
H -2.11 1.15 -1.77
C -3.87 1.72 1.52
H 1.73 0.19 3.56
H 2.28 -2.98 1.02
S 1.57 3.94 -3.08
O 1.87 2.35 -3.21
H -7.10 2.47 1.20
H -6.03 2.95 -0.09
S 3.35 -0.24 6.25
C 1.55 2.70 -0.86
H -3.29 0.74 -2.99
H 0.83 -1.12 4.42
O 2.88 -4.49 -0.16
H 0.61 2.73 -0.31
C -2.27 1.12 -2.85
H -5.20 2.89 2.41
H -0.90 0.77 -4.44
C -2.87 1.97 2.61
C -0.17 -1.58 -4.46
H -2.25 2.82 2.33
N -5.06 2.32 1.59
H -0.87 -2.06 -5.14
O 3.99 -1.16 5.01
O -1.17 -1.50 -2.32
O 1.94 0.06 5.56
O 2.20 -6.10 -1.87
H 2.52 -2.55 4.34
Ag -2.73 -1.02 -0.60
O 1.73 3.96 -1.44
H 0.61 -3.09 -0.78
O 4.10 0.95 6.46
H 1.54 -1.77 -1.43
H -6.35 1.19 0.33
C 1.35 1.72 -2.03
O 3.13 -1.16 7.35
O 2.04 -3.62 -2.23
H 0.55 -2.24 -3.99
C 2.61 -3.10 -0.01
O 0.94 -0.64 1.30
H 0.42 -0.94 -5.13
O 2.62 4.65 -3.73
O 0.19 4.22 -3.41
O -3.57 0.96 0.58
C -6.18 2.20 0.69
H -2.27 1.07 2.61
H 0.30 1.51 -2.20
C 1.78 -0.62 4.28
H 2.38 2.39 -0.22
C 2.97 -1.57 4.14
C -0.96 -0.90 -3.37
S 2.94 -4.89 -1.70
H 3.25 -1.56 3.09
H -2.43 2.12 -3.26
H -3.36 2.14 3.56
H 1.89 0.80 -1.81
C 1.61 -2.81 -1.12
*
```

These are the Mulliken partial charges, in e, on atoms 1 to 8:
1. O -0.3857
2. N -0.0011
3. N 0.9401
4. H 0.2626
5. O -0.5489
6. O -0.7529
7. H 0.3312
8. C 0.5231


# 3
# C43H122N6O15

15 unconnected molecules or ions with the total composition C43H122N6O15 (ωB97M-V/def2-TZVPD, OMol25).

Properties
orbital gap	9.4	eV
LUMO level	0.553	eV
energy above the lowest of the compared OMol25 structures with the same formula, charge and spin	49.17	kcal/mol

```
! wB97M-V def2-TZVPD RIJCOSX def2/J DEFGRID3
* xyz 0 1
H 2.56 -1.48 4.49
H 0.14 -2.48 -1.55
C -3.54 -1.11 1.84
C 3.45 -2.33 -1.71
H 4.63 2.48 -0.42
H 5.24 -1.02 -2.17
C 6.30 1.83 3.95
H -1.70 -3.90 -5.32
C -1.49 -2.89 -5.04
H -1.02 2.34 4.88
H 4.78 -4.03 2.15
H 4.91 2.52 -2.79
H -4.70 4.07 -1.64
C 2.93 -3.61 -2.41
H 2.73 -2.71 0.08
H 3.58 -4.34 -5.11
C -1.75 4.71 -0.77
H -2.73 -3.42 -2.71
H 0.73 3.56 3.92
C -2.71 -2.12 -4.51
C 3.45 4.10 -2.33
H -1.38 -6.71 -1.38
H -4.25 -3.22 -5.65
H -2.69 1.57 -2.69
H 0.88 -3.00 1.98
O -1.35 3.47 -0.27
C -0.77 3.13 -3.96
H -0.64 0.41 0.60
H -0.70 -2.98 -4.33
H -4.08 -2.50 -2.93
C -3.66 1.27 -2.99
C -4.14 -0.95 0.47
H 6.32 1.46 4.98
C -1.21 0.62 5.99
H -1.10 -2.41 -5.93
H -5.56 3.05 0.42
H -1.08 0.46 3.28
H 2.86 2.29 -3.95
H -5.15 2.18 3.26
N 3.63 -2.63 -0.31
C -0.16 0.74 3.72
H -2.72 2.08 3.41
H 5.48 -2.71 -2.38
H -3.59 0.20 -3.20
C 2.30 3.58 1.71
H -0.55 -0.17 6.47
H -6.76 -0.56 -5.24
C 2.54 4.43 2.92
C -2.37 4.17 2.70
H 1.92 -3.80 -5.56
C 7.15 -3.31 0.91
H -4.67 0.00 0.41
C -0.86 -5.91 -1.91
H -7.09 3.34 0.59
H -0.12 1.16 -0.82
H -1.62 3.72 -3.68
H -0.91 3.01 -0.98
C 1.27 4.52 3.69
C 4.72 -1.92 -2.49
H 4.68 0.15 5.00
O 0.33 0.25 -3.04
C -5.92 -0.98 -5.74
H -2.76 -0.43 2.07
H -3.96 -0.17 6.64
H -2.91 4.99 2.18
H -6.21 5.11 -1.36
H 5.24 -5.70 2.49
O -4.88 -1.36 -4.88
H -5.06 3.90 2.97
H -2.23 -3.65 -0.03
H -3.92 1.82 -3.90
H 1.90 0.09 -4.40
H -0.32 3.68 -4.79
H -2.83 2.63 0.94
H 0.47 -0.12 3.97
H -5.80 -2.23 1.09
H 0.42 1.63 0.83
H 2.11 -1.73 2.82
H 3.93 -1.79 0.14
H 0.34 1.41 3.00
H 5.26 -4.57 -0.13
C -1.40 -4.31 -0.25
H 2.95 2.10 -0.53
H -3.64 -1.75 -6.45
H 3.63 -4.33 -2.50
H 0.96 -0.03 -2.34
H 0.56 5.31 3.32
O -1.41 -4.64 -1.66
O 1.27 -0.09 0.04
H 6.33 -2.59 0.73
H -6.07 1.67 -3.25
H -2.67 -1.31 6.78
H -4.62 -2.97 0.13
C 3.89 2.61 -2.40
O 5.08 1.44 3.41
H 0.85 -0.97 -0.12
C 0.90 -0.22 -4.26
H 7.15 1.46 3.38
H 2.22 -5.18 -4.35
C -3.89 -2.12 -5.45
C -0.14 -3.54 0.23
N -6.45 2.69 0.09
H 3.16 3.64 1.06
H 7.83 -2.79 1.63
N -3.05 -2.58 -3.13
H 7.73 -3.38 -0.02
H 2.74 -0.12 1.21
H 1.44 1.03 5.86
H -5.89 4.31 -2.88
H -7.62 2.87 -1.54
H 1.48 3.86 1.07
C -3.22 -0.70 6.04
C 4.75 0.15 3.88
H 4.09 0.92 -1.16
H -3.72 -1.34 5.29
H -1.52 4.02 2.05
C -4.55 3.07 3.49
O 3.00 1.80 -3.14
H -0.92 -6.12 -3.01
H -1.55 -5.27 0.36
H 2.70 0.53 3.38
H 1.56 4.89 4.68
H -0.90 -2.61 1.97
O -4.49 1.67 -1.95
H 0.54 2.22 -2.93
O -3.54 2.32 1.56
H -2.02 4.51 3.69
C 3.44 -0.18 3.12
H 0.35 0.24 -5.09
H -6.27 -1.88 -6.40
H 2.68 -1.55 -1.78
H 2.11 2.53 1.85
N 0.80 1.81 5.80
C -5.80 4.20 -1.83
H 2.37 4.11 -2.15
H -2.79 4.84 -0.51
C -0.11 -3.32 1.69
H -5.73 -1.82 -0.63
C 3.89 1.96 -1.04
O 2.50 -3.17 -3.72
H 4.39 -1.76 -3.54
H 3.66 -2.32 3.44
H 2.05 -3.95 -1.87
H -1.64 4.64 -1.83
H 7.40 -5.40 1.43
H 6.24 2.91 3.84
H 5.57 -0.50 3.54
C -6.51 2.84 -1.41
O -2.31 0.14 5.30
H -5.47 -0.23 -6.43
H -1.20 2.12 -4.10
H -0.86 -1.77 -0.46
H -2.44 -1.11 -4.36
N 0.01 -2.32 -0.53
H -4.60 3.38 4.50
H -6.27 0.80 -1.73
H -1.20 5.57 -0.37
H -0.28 -4.34 2.17
H -1.52 1.26 6.81
H -4.34 -1.05 2.58
C 2.57 -4.19 -4.72
H 4.21 0.61 1.39
H 0.84 -1.30 -4.37
O 0.19 3.10 -2.88
N 3.65 -0.24 1.65
C 0.19 0.83 0.15
C 2.89 -1.53 3.49
H 6.07 -4.32 3.19
O 5.95 -5.21 0.00
C 6.55 -4.73 1.16
H 3.82 4.73 -1.51
H 2.89 5.44 2.56
C -3.23 2.87 2.83
H -3.05 -2.09 1.95
H 3.84 3.06 3.49
C -5.89 1.70 -2.19
O 3.61 3.94 3.75
H -3.26 -1.26 -1.32
H 1.36 2.51 5.26
C -0.41 1.42 5.04
C 5.56 -4.70 2.30
H 0.73 -4.19 0.01
H 0.20 -6.00 -1.59
O -2.99 -0.98 -0.44
C -5.13 -2.04 0.24
H 3.67 4.60 -3.27
*
```

These are the Mulliken partial charges, in e, on atoms 1 to 8:
1. H 0.5758
2. H -0.6759
3. C -1.1100
4. C 2.3503
5. H 0.5992
6. H 0.3740
7. C -0.9153
8. H 0.5080


# 4
# C33H33BF4O3S

3 unconnected molecules or ions with the total composition C33H33BF4O3S (ωB97M-V/def2-TZVPD, OMol25).

Properties
orbital gap	6.7	eV
LUMO level	0.038	eV
energy above the lowest of the compared OMol25 structures with the same formula, charge and spin	34.16	kcal/mol

```
! wB97M-V def2-TZVPD RIJCOSX def2/J DEFGRID3
* xyz 0 1
C -1.38 -2.39 -2.62
C 1.15 1.52 -0.62
H 0.11 -6.31 -2.40
C 0.81 -6.02 -3.20
C -0.73 -4.65 0.90
H -2.44 2.18 4.72
C -0.15 0.99 -0.19
H -1.41 -2.62 1.19
F 4.65 1.22 0.43
C 0.73 -1.29 0.12
H 1.45 4.84 3.26
H -1.22 -0.65 0.72
H 2.21 0.77 1.15
H 1.18 1.70 5.31
H 4.76 2.39 -1.94
H 1.98 3.25 3.86
H -2.94 -0.62 -1.10
H 0.19 -6.60 0.60
C 1.30 -2.41 -3.44
H -0.38 2.22 6.03
C 1.15 3.97 3.87
C 2.61 2.53 -2.26
O 1.38 -4.71 -2.93
H -1.97 4.34 -2.81
C -1.24 4.44 3.39
C -1.37 0.06 -2.47
C 0.09 1.60 5.26
C -0.15 3.40 3.31
H 0.46 2.65 -2.35
O 0.18 1.04 2.94
C -2.81 3.69 -3.07
C -2.48 2.28 -2.75
H 1.16 -0.27 -3.47
H -1.05 1.61 -0.34
H -1.33 -4.54 -2.84
C -0.59 -3.27 0.88
C 0.61 -3.61 -3.16
C 3.77 2.17 -1.56
C -0.47 1.96 3.90
H 2.34 -2.47 -3.75
F 2.75 3.15 -3.48
B 0.43 1.81 1.86
H -3.69 3.97 -2.48
C -3.14 1.46 -1.85
C 3.56 1.55 -0.33
C 1.66 -3.57 -0.02
F 2.42 -5.78 -0.49
H 1.68 -6.67 -3.21
F -1.96 -5.18 1.23
C -1.96 1.63 3.91
O 0.09 3.12 1.88
H -0.18 0.55 5.47
C 0.65 -1.20 -3.26
C 0.59 -2.71 0.35
H -4.01 1.80 -1.30
H -2.46 1.87 2.95
H 1.68 -0.99 -0.31
H -2.42 -2.37 -2.32
H -2.19 4.10 2.95
H -1.41 4.69 4.45
H 0.99 4.32 4.91
C -0.26 -0.35 0.30
H -3.04 3.82 -4.14
C -0.69 -1.18 -2.79
H 0.29 -6.02 -4.18
C 1.33 2.28 -1.80
H -2.07 0.55 4.11
C -0.77 -3.61 -2.90
H 2.60 -3.17 -0.40
C 1.46 -4.94 0.04
C -2.56 0.17 -1.74
S -1.21 1.44 -3.56
H -0.92 5.35 2.88
C 2.29 1.27 0.18
C 0.30 -5.53 0.53
*
```

These are the Mulliken partial charges, in e, on atoms 1 to 8:
1. C -0.7234
2. C 1.3859
3. H 0.2929
4. C -0.9052
5. C 0.2920
6. H 0.4265
7. C -0.6704
8. H 0.4972